DFT (wB97M-V/def2-TZVPD) results for a molecular structure, C34H38I2MnN2PSb.

CARTESIAN COORDINATES (ANGSTROEM)
Mn 0.5829 0.0637 0.2722
N 1.4145 -2.1496 2.1772
P 0.1311 -2.0600 1.0483
C 0.5625 -3.2388 -0.2609
C 0.8362 -2.7216 -1.5276
C 1.1795 -3.5686 -2.5675
C 1.2434 -4.9365 -2.3427
C 0.9792 -5.4559 -1.0815
C 0.6464 -4.6118 -0.0354
C -1.1544 -2.8575 2.0360
C -2.0073 -3.7912 1.4527
C -2.9132 -4.4831 2.2402
C -2.9757 -4.2429 3.6048
C -2.1528 -3.2861 4.1836
C -1.2510 -2.5824 3.4032
C 2.5837 -1.5196 1.8363
C 3.7806 -1.7408 2.5202
C 4.9197 -1.0984 2.0927
C 4.8592 -0.2916 0.9555
C 3.6487 -0.1258 0.3349
N 2.5021 -0.6809 0.7841
H 1.4499 -2.8561 2.8960
H 0.7743 -1.6443 -1.6863
H 1.3928 -3.1748 -3.5521
H 1.5074 -5.6039 -3.1517
H 1.0244 -6.5234 -0.9130
H 0.4436 -5.0141 0.9491
H -1.9446 -3.9903 0.3936
H -3.5595 -5.2239 1.7879
H -3.6621 -4.8068 4.2220
H -2.2023 -3.0988 5.2479
H -0.6147 -1.8302 3.8541
H 3.8020 -2.4111 3.3683
H 5.8558 -1.2344 2.6168
H 5.7380 0.1927 0.5564
H 3.5776 0.4248 -0.5893
I -0.8411 1.1938 2.2494
C -2.8889 0.5123 2.0386
C -3.6154 0.6886 3.1819
C -4.8597 0.0523 3.3216
C -5.2753 -0.8212 2.3614
C -4.5602 -0.9738 1.1520
C -5.0341 -1.8591 0.1578
C -4.3703 -2.0078 -1.0253
C -3.3183 -1.1330 -1.3270
C -2.8685 -0.1934 -0.4245
C -3.3788 -0.2022 0.9110
H -3.2266 1.2965 3.9881
H -5.4424 0.2231 4.2158
H -6.1793 -1.4001 2.5003
H -5.9533 -2.3993 0.3460
H -4.7044 -2.7163 -1.7713
H -2.9221 -1.1176 -2.3366
C 3.6108 4.1008 -2.1914
C 3.4680 2.8898 -1.2783
Sb 1.4222 2.4606 -0.6721
C 1.0637 3.9392 0.8804
C 1.8176 5.2434 0.6576
C 0.3175 3.4624 -2.2399
C 0.3809 2.7486 -3.5849
H 4.6701 4.2925 -2.3673
H 3.1854 5.0038 -1.7586
H 3.1455 3.9238 -3.1602
H 4.0312 3.0184 -0.3525
H 3.8476 2.0066 -1.7928
H 1.3270 3.4949 1.8419
H -0.0135 4.1139 0.8749
H 2.8961 5.1008 0.7223
H 1.5349 5.9708 1.4193
H 1.5759 5.6786 -0.3119
H 0.7668 4.4536 -2.3013
H -0.7135 3.5779 -1.9027
H 1.4075 2.5391 -3.8896
H -0.0709 3.3687 -4.3597
H -0.1662 1.8056 -3.5664
I -3.4113 2.1018 -2.3506
C -2.1177 0.9798 -0.9772
H -1.8830 1.7417 -0.2456
H -1.2423 0.7120 -1.5899

Atoms 1-2, force components in eV/Å:
Mn 0.75 -0.10 -0.01
N -0.01 0.39 -0.02

spin multiplicity = 4
Kohn-Sham gap (alpha / beta) = 6.4 / 7.1 eV
total charge = +2
HOMO (alpha / beta) = -13.120 / -13.101 eV

Atom charges from the Mulliken analysis, given in e for atoms 1 to 5: 0.054, 0.087, 2.145, 0.455, -0.155


DFT (wB97M-V/def2-TZVPD) results for a molecular structure, C6H5NO3S.

CARTESIAN COORDINATES (ANGSTROEM)
C 0.7353 0.7062 -0.4451
C -0.3752 0.9161 0.3808
C 1.3298 -0.5336 -0.7019
C -0.9957 -0.2616 0.8039
C 0.6388 -1.6794 -0.2609
C -0.4973 -1.5764 0.4938
N -3.5567 -1.7399 -1.1061
O -4.0900 -1.6599 -2.1698
O -3.7117 -1.0981 -0.1055
O -2.5008 -2.5679 -1.1457
S -1.4892 -2.9140 0.8535
H 1.1265 1.5774 -1.0230
H -0.8409 1.8343 0.2829
H 2.0858 -0.6504 -1.4098
H -2.0650 -0.2395 1.0734
H 0.8440 -2.7436 -0.5223

Atoms 1-2, force components in eV/Å:
C 1.25 0.94 -0.63
C 0.92 -3.59 -1.18

Kohn-Sham gap = 7.3 eV
total charge = 0
energy relative to the best compared isomer or geometry (same formula, charge and spin) = 118.22 kcal/mol
HOMO = -9.946 eV

Atom charges from the Mulliken analysis, given in e for atoms 1 to 5: 0.005, -0.798, -0.756, 0.055, -0.012


DFT (wB97M-V/def2-TZVPD) results for a molecular structure, C9H12N5O2S2Tc.

CARTESIAN COORDINATES (ANGSTROEM)
Tc -0.1102 0.1166 0.2845
C 2.6442 1.0446 4.5253
S 2.1194 -0.6267 4.0959
C 1.3746 -0.2188 2.5376
S -0.3312 0.1166 2.4875
N 2.1948 -0.2225 1.5179
N 1.6716 0.1166 0.2642
C 1.4641 -0.9340 -0.4505
C 0.6846 -0.7875 -1.6689
C 0.9763 -1.5258 -2.8049
C 0.2028 -1.2893 -3.9378
C -0.8292 -0.3540 -3.8766
C -1.0491 0.3122 -2.6791
N -0.3109 0.1166 -1.5721
H 3.1805 1.0189 5.4778
H 1.7813 1.7070 4.6341
H 3.3152 1.4474 3.7617
H 1.8154 -1.9393 -0.1656
H 1.7960 -2.2328 -2.8174
H 0.4056 -1.8217 -4.8619
H -1.4494 -0.1452 -4.7405
H -1.8434 1.0451 -2.5731
N -1.4319 1.5336 0.2845
N -2.6000 0.7599 0.2845
C -2.5613 -0.5768 0.2845
O -3.7134 -1.0903 0.2845
O -1.4319 -1.1383 0.2845
H -1.3371 2.1295 1.1377
H -1.3370 2.1295 -0.5687
H -3.5132 1.1917 0.2845
H -1.7784 0.1166 0.2845

Atoms 1-2, force components in eV/Å:
Tc 2.31 6.34 1.50
C 0.08 0.57 -0.05

spin multiplicity = 2
Kohn-Sham gap (alpha / beta) = 6.8 / 6.4 eV
total charge = +1
HOMO (alpha / beta) = -11.151 / -11.071 eV

Atom charges from the Mulliken analysis, given in e for atoms 1 to 5: -0.028, -0.799, -0.056, 0.688, -0.409